{
  "formula": "C9H13FN3",
  "method": "wB97M-V/def2-TZVPD",
  "symbols": ["C", "C", "N", "N", "C", "N", "C", "C", "F", "C", "C", "C", "C", "H", "H", "H", "H", "H", "H", "H", "H", "H", "H", "H", "H", "H"],
  "positions_angstrom": [[3.45966, 0.15424, -0.25850], [2.20455, -0.25968, -0.89441], [2.06931, -0.13752, -2.18565], [0.92142, -0.26723, -2.73154], [-0.22366, -0.60611, -2.59731], [-1.37673, -1.03006, -3.00706], [0.97010, -0.41090, -0.12101], [0.13312, -1.46121, -0.27103], [0.26684, -2.51512, -1.04075], [-0.88693, -1.34930, 0.88101], [-0.87850, 0.18758, 1.22248], [-1.78939, 1.03794, 0.25876], [0.61253, 0.47814, 1.01960], [3.15671, 0.31252, 0.80809], [3.98341, 0.92074, -0.77310], [4.18497, -0.61931, -0.50245], [-2.17868, -0.43507, -2.98600], [-1.41597, -1.88837, -3.50278], [-1.76654, -1.73443, 0.56293], [-0.60452, -1.76776, 1.78826], [-1.23092, 0.17284, 2.17762], [-2.67432, 0.53494, 0.26567], [-1.53532, 1.18145, -0.77167], [-1.77621, 1.99341, 0.67445], [1.11324, 1.49476, 0.81831], [1.02859, 0.12592, 1.91640]],
  "forces_ev_per_a": [[-0.6, -1.3, 0.8], [-2.2, 1.5, -0.6], [2.8, 0.4, 0.0], [-3.4, -1.4, -0.3], [1.7, 1.1, -1.2], [0.5, 0.4, 0.5], [1.5, -1.7, -0.8], [-0.2, 1.8, 3.5], [0.0, -0.4, -0.4], [1.9, 2.2, -2.0], [0.4, -0.4, -5.2], [2.6, -1.0, 1.2], [0.5, 1.4, -0.7], [1.4, -0.1, -0.8], [-0.3, 1.5, -0.2], [0.1, -0.8, 1.0], [-0.5, 0.2, 0.2], [-0.2, -0.8, -0.5], [-3.2, -1.1, -0.6], [0.9, -1.6, 1.3], [-0.8, 1.0, 2.7], [-3.1, -0.6, 0.2], [0.9, -0.4, -0.6], [-0.8, 1.7, 0.7], [-1.7, -1.0, 0.5], [1.3, -0.6, 1.3]],
  "spin_multiplicity": 1,
  "smiles": "C/C(=N/[N+]#CN)C1=C(F)C[C@H](C)C1",
  "e_lumo_ev": -4.39,
  "homo_energy_ha": -0.4905,
  "charge": 1
}

{
  "formula": "C9H13FeNO",
  "method": "wB97M-V/def2-TZVPD",
  "symbols": ["C", "C", "C", "C", "C", "Fe", "N", "C", "C", "H", "H", "H", "H", "H", "H", "H", "H", "H", "H", "C", "C", "O", "H", "H", "H"],
  "positions_angstrom": [[-0.61347, 0.42666, -2.09124], [0.76871, 0.83362, -2.02075], [0.95225, 1.59464, -0.81354], [-0.32069, 1.64507, -0.11672], [-1.29305, 0.93537, -0.92451], [0.25524, -0.27494, -0.40143], [-2.40493, 0.70018, 2.39593], [0.04734, -1.98008, -1.04795], [1.47214, -1.70283, -0.89681], [1.87750, 2.08554, -0.48366], [1.54197, 0.64061, -2.75602], [-0.53649, 2.22885, 0.77482], [-2.35913, 0.86849, -0.70527], [-1.09111, -0.08248, -2.92154], [2.11553, -1.45002, -1.75633], [-0.42925, -2.64990, -0.31257], [-2.99551, 0.04440, 1.86745], [2.00149, -2.19387, -0.06819], [-0.41197, -2.05911, -2.04464], [-0.08680, 0.19992, 2.54458], [0.86080, -0.29084, 1.55843], [2.02771, -0.61063, 1.78937], [-1.39329, 0.33127, 2.21329], [0.14756, 1.23782, 2.81336], [-0.13255, -0.47773, 3.40394]],
  "forces_ev_per_a": [[-0.2, 2.2, -1.0], [-0.6, 1.8, -1.1], [-1.0, 1.3, -0.4], [-0.2, 2.3, -1.5], [0.3, 1.2, -0.3], [1.2, -2.5, 3.9], [-2.4, 0.7, 0.1], [0.9, -3.5, -1.3], [-0.2, -2.1, -1.0], [-0.5, -0.5, -0.1], [-0.2, -0.1, 0.2], [0.0, -0.5, -0.2], [0.5, -0.2, 0.1], [0.2, -0.1, 0.3], [-0.5, -0.3, 0.4], [0.3, 0.3, -0.2], [-0.1, -0.3, 0.0], [-0.3, 0.6, -0.3], [0.3, 0.0, 0.5], [0.9, -0.6, 1.4], [1.8, -0.3, 1.0], [-1.1, 0.2, -0.1], [0.9, 0.3, -0.5], [-0.3, -0.2, 0.0], [0.2, 0.3, 0.1]],
  "spin_multiplicity": 6,
  "e_lumo_ev": [3.22, 2.90],
  "homo_energy_ha": [-0.0750, -0.0766],
  "charge": -1
}

{
  "formula": "C9H13I",
  "method": "wB97M-V/def2-TZVPD",
  "symbols": ["C", "C", "C", "C", "C", "C", "C", "C", "C", "I", "H", "H", "H", "H", "H", "H", "H", "H", "H", "H", "H", "H", "H"],
  "positions_angstrom": [[-0.13040, -1.50275, -2.28768], [0.40719, -0.19560, -1.77977], [0.25666, 0.03468, -0.19476], [1.04811, -0.99511, 0.68950], [0.86632, 1.38111, 0.16798], [0.59094, 1.88278, 1.38318], [-0.39051, 1.35339, 2.25445], [-1.28816, 0.45427, 1.83590], [-1.19960, 0.01761, 0.39183], [-2.59112, 1.26522, -0.82407], [0.01767, -2.33907, -1.59078], [0.34582, -1.82026, -3.12006], [-1.14193, -1.24678, -2.61439], [0.00953, 0.63032, -2.15928], [1.40944, -0.14952, -1.85584], [0.70039, -2.05454, 0.31015], [0.68550, -0.95717, 1.81329], [2.07078, -0.77603, 0.54008], [1.58333, 1.87129, -0.42939], [0.99861, 2.75329, 1.66519], [-0.55341, 1.59905, 3.25011], [-2.17938, -0.07482, 2.31619], [-1.51580, -1.13136, 0.23817]],
  "forces_ev_per_a": [[-1.7, 1.2, 1.8], [-0.7, -3.2, 4.9], [-0.4, 0.7, 0.4], [-3.4, -1.9, 0.2], [-1.2, -0.9, 1.5], [-0.7, -1.6, -1.9], [-2.0, -2.0, 0.0], [-1.3, -1.4, -1.8], [0.4, -2.8, -1.1], [0.3, -0.5, 0.4], [-0.7, 0.4, 0.1], [1.7, -0.8, -2.9], [-0.3, -1.0, 0.5], [-1.8, 3.3, -2.2], [3.7, 0.2, -0.7], [1.2, 1.8, 0.8], [1.2, 0.1, -2.4], [1.2, -0.4, 0.2], [0.7, 0.3, -0.9], [1.8, 3.1, 1.0], [0.5, 1.1, 1.7], [1.6, 1.4, 0.1], [0.1, 2.7, 0.4]],
  "spin_multiplicity": 1,
  "smiles": "CC[C@@]1(C)C=CC=C[C@H]1I",
  "e_lumo_ev": 0.16,
  "homo_energy_ha": -0.3120,
  "charge": 0
}

{
  "formula": "C9H13N2O2",
  "method": "wB97M-V/def2-TZVPD",
  "symbols": ["C", "C", "O", "O", "C", "C", "C", "N", "C", "C", "C", "C", "N", "H", "H", "H", "H", "H", "H", "H", "H", "H", "H", "H", "H", "H"],
  "positions_angstrom": [[2.18931, 0.16851, -2.31297], [0.97597, 1.19781, -1.91032], [1.26324, 2.15905, -1.00559], [-0.41282, 1.14893, -2.39713], [-0.90843, -0.22884, -2.53913], [-0.85468, -1.13157, -1.16950], [-1.79843, -0.59066, 0.05645], [-0.98560, -0.05076, 1.25990], [-0.09027, -1.09007, 1.86022], [0.82318, -0.58631, 3.16864], [0.50280, 0.97708, 3.55297], [-0.58377, 1.85663, 2.71821], [-1.26546, 1.23865, 1.55587], [2.93415, 0.58978, -3.13187], [2.85454, 0.04086, -1.33073], [1.83232, -0.91749, -2.59439], [-2.02826, -0.25171, -2.94843], [-0.23484, -0.78380, -3.35055], [0.27030, -1.30340, -0.89743], [-1.28286, -2.20538, -1.46803], [-2.54742, 0.22625, -0.35522], [-2.49233, -1.43499, 0.53722], [0.00951, -2.20202, 1.43664], [1.58237, -1.28935, 3.71600], [1.03606, 1.49065, 4.47655], [-0.78859, 2.97214, 3.07264]],
  "forces_ev_per_a": [[0.3, -0.5, 0.7], [1.1, 4.5, 4.5], [-2.1, -6.1, -5.9], [2.7, -1.7, 1.3], [-0.1, -1.7, -0.8], [-0.3, -0.8, -0.6], [-1.2, -0.5, -0.5], [1.5, -2.3, 0.5], [1.4, 3.9, 3.2], [-3.9, 3.3, -3.0], [-1.3, -1.8, -2.1], [1.7, -4.3, -0.4], [3.1, 0.4, 4.1], [-2.0, -0.7, 1.6], [-1.7, 0.5, -2.1], [0.6, 2.4, 0.3], [2.6, 0.6, 0.9], [-1.6, 1.1, 1.7], [-2.2, 0.5, -0.1], [1.0, 2.4, 0.6], [1.9, -1.4, 1.2], [1.7, 1.7, -1.2], [-0.6, 3.0, 0.8], [-1.7, 1.6, -1.2], [-1.2, -1.3, -2.2], [0.2, -2.7, -1.3]],
  "spin_multiplicity": 1,
  "smiles": "CC(=O)OCCC[n+]1ccccn1",
  "e_lumo_ev": -5.25,
  "homo_energy_ha": -0.4835,
  "charge": 1
}

{
  "formula": "C9H13N2O3",
  "method": "wB97M-V/def2-TZVPD",
  "symbols": ["C", "C", "C", "O", "C", "C", "N", "C", "C", "C", "C", "O", "N", "O", "H", "H", "H", "H", "H", "H", "H", "H", "H", "H", "H", "H", "H"],
  "positions_angstrom": [[2.21964, -1.20050, 0.41039], [2.52837, -0.45159, -0.90559], [1.73684, 0.81942, -1.12121], [0.44621, 0.59968, -1.72870], [-0.47005, -0.05993, -0.99101], [-0.79950, -1.34756, -1.38676], [-1.73113, -2.04264, -0.71952], [-2.36953, -1.54953, 0.34450], [-2.09421, -0.26286, 0.77109], [-1.14578, 0.49866, 0.09964], [-0.91099, 1.92335, 0.54025], [-1.98755, 2.42414, 1.29882], [-1.69791, 2.26658, 2.75074], [-1.25453, 3.22484, 3.19084], [1.51297, -0.64462, 1.01960], [1.73431, -2.14806, 0.18615], [3.11546, -1.41166, 0.97667], [2.46500, -1.10900, -1.76606], [3.56915, -0.14071, -0.85794], [2.26398, 1.45341, -1.82267], [1.66975, 1.37487, -0.19031], [-0.31598, -1.80960, -2.22935], [-1.96418, -2.97627, -1.03178], [-3.10688, -2.15117, 0.84721], [-2.61247, 0.15112, 1.61507], [0.03956, 2.03284, 1.05677], [-0.84059, 2.53678, -0.35685]],
  "forces_ev_per_a": [[-0.5, -0.2, -0.8], [0.3, 0.0, 0.8], [0.6, -0.1, -0.3], [-0.3, 0.1, 0.2], [0.0, -0.5, -0.1], [0.1, 0.4, 0.1], [0.0, 0.0, 0.0], [-0.2, 0.8, 0.5], [0.2, -0.6, -0.5], [0.0, 0.2, 0.4], [-0.3, 0.0, -0.5], [0.1, 0.2, -0.3], [0.1, -0.2, 0.5], [-0.1, 0.1, -0.1], [0.1, 0.2, 0.3], [0.0, -0.2, 0.1], [0.1, 0.0, 0.2], [-0.1, 0.0, -0.2], [0.2, 0.1, -0.1], [-0.1, 0.1, -0.2], [-0.3, 0.1, 0.2], [0.0, -0.1, -0.1], [0.0, 0.0, -0.1], [0.0, -0.3, -0.1], [-0.2, 0.0, 0.1], [0.2, -0.1, 0.2], [0.1, 0.1, -0.1]],
  "spin_multiplicity": 1,
  "smiles": "CCCOc1c[nH+]ccc1CON=O",
  "e_lumo_ev": -4.39,
  "homo_energy_ha": -0.5084,
  "charge": 1
}

{
  "formula": "C9H13N2O4P",
  "method": "wB97M-V/def2-TZVPD",
  "symbols": ["O", "C", "C", "C", "C", "P", "O", "O", "O", "N", "H", "H", "H", "H", "H", "H", "H", "H", "C", "C", "C", "N", "C", "C", "H", "H", "H", "H", "H"],
  "positions_angstrom": [[-0.12596, 1.15999, 1.56893], [-0.56156, 0.02034, 1.02667], [0.01873, -1.37971, 1.69490], [-0.52349, -2.57942, 0.69312], [-1.67448, -1.73137, -0.16745], [-3.51364, -2.14687, 0.15430], [-4.07256, -2.86490, -1.17649], [-3.56529, -3.36934, 1.40135], [-4.53766, -0.76546, 0.44452], [-1.51095, -0.22764, -0.12742], [1.13920, -1.39433, 2.03670], [-0.62772, -1.49377, 2.66488], [0.32589, -3.07690, 0.04557], [-0.96006, -3.51783, 1.26943], [-1.38751, -2.06808, -1.27334], [-3.39324, -2.99117, 2.31451], [-4.12748, -0.12062, 1.10742], [-1.28802, 0.20958, -1.04962], [3.79085, 2.01846, -0.96747], [2.73802, 1.85776, -0.07292], [1.55295, 2.52928, -0.32753], [1.36068, 3.33595, -1.39414], [2.40142, 3.47381, -2.24404], [3.62277, 2.84125, -2.07647], [4.73461, 1.50707, -0.80180], [2.83752, 1.22448, 0.80133], [0.70103, 2.43360, 0.33936], [2.22227, 4.12905, -3.09190], [4.42370, 2.98682, -2.79242]],
  "forces_ev_per_a": [[-3.4, -6.5, -3.5], [3.0, 3.7, 2.1], [-2.1, -0.6, 0.0], [0.3, 0.4, 1.0], [1.5, -0.8, -2.0], [-3.4, -3.6, -4.7], [2.2, 2.9, 5.4], [0.3, 3.5, -0.4], [3.3, -1.7, 1.4], [2.8, -1.0, 2.9], [-2.3, 0.4, -1.1], [1.3, 0.3, -1.5], [-1.8, 1.6, 0.9], [0.6, 2.3, -1.1], [-1.6, 0.6, 2.2], [-0.3, -0.6, -1.4], [-0.7, -1.1, -1.3], [-0.1, -0.3, 1.4], [0.0, 0.0, 0.0], [0.3, 0.0, -0.3], [-0.4, 0.7, -0.6], [1.0, -0.4, 0.0], [-0.8, 0.0, 0.5], [0.0, -0.1, 0.2], [-0.1, 0.1, 0.0], [-0.1, 0.1, 0.0], [0.3, 0.1, -0.2], [0.1, -0.1, 0.0], [-0.1, 0.0, 0.1]],
  "spin_multiplicity": 1,
  "smiles": "O=C1CC[C@@H](P(=O)(O)O)N1.c1ccncc1",
  "e_lumo_ev": -0.38,
  "homo_energy_ha": -0.3557,
  "charge": 0
}

{
  "formula": "C9H13N3O",
  "method": "wB97M-V/def2-TZVPD",
  "symbols": ["C", "C", "C", "C", "C", "C", "C", "C", "C", "H", "H", "H", "H", "H", "H", "H", "H", "H", "H", "H", "H", "H", "N", "N", "N", "O"],
  "positions_angstrom": [[2.79917, -0.64878, 0.60168], [1.46038, 1.27514, 0.00718], [2.21278, 2.21563, -0.75081], [1.43627, 3.11235, -1.64588], [0.14258, 2.75093, -1.90614], [-0.58815, 1.75532, -1.14935], [0.03546, 0.98294, -0.29431], [-0.90213, -2.50863, 1.07341], [-3.39204, -1.83762, 0.69527], [3.40341, -0.90155, 1.38652], [3.31100, -0.41049, -0.44465], [2.08366, -1.54014, 0.53356], [3.05381, 2.37168, -0.07282], [1.86919, 3.96734, -1.79452], [-0.18337, 3.40589, -2.66887], [-1.73955, 1.65376, -1.20763], [0.00549, -2.65720, 0.43437], [-0.37243, -1.65413, 1.78810], [-1.36179, -3.53820, 1.53425], [-4.10338, -2.47348, -0.18686], [-3.58951, -2.62380, 1.98644], [-3.86018, -0.52185, 0.68375], [-0.30238, -0.32242, 0.21508], [-1.45662, -0.56520, -0.03505], [-2.01911, -1.82518, 0.29272], [2.05741, 0.53770, 0.92454]],
  "forces_ev_per_a": [[-2.5, 0.4, -4.4], [-1.3, 0.3, -3.9], [-3.4, 0.1, 2.4], [0.1, -7.4, 4.1], [0.2, 0.3, 1.1], [-3.1, 2.4, -3.0], [5.4, -1.6, 2.1], [-0.7, -0.6, 1.6], [-3.7, 0.0, 0.2], [2.0, 0.0, 1.8], [-0.7, -1.0, 2.3], [0.8, 1.2, -0.4], [0.8, 0.8, -1.3], [2.1, 4.8, -2.2], [-1.9, 0.3, -0.4], [2.1, 0.0, -0.6], [-1.3, -0.5, 0.1], [-1.9, -2.5, -0.8], [1.5, 2.8, -0.9], [2.1, 1.9, 2.9], [0.6, 2.8, -3.9], [1.5, -4.5, 0.4], [0.7, 0.6, 0.1], [-5.2, -0.2, -0.6], [4.8, 0.6, 1.2], [1.0, -0.9, 2.2]],
  "spin_multiplicity": 1,
  "e_lumo_ev": 0.34,
  "homo_energy_ha": -0.3058,
  "charge": 0
}

{
  "formula": "C9H13N5RhS3",
  "method": "wB97M-V/def2-TZVPD",
  "symbols": ["Rh", "N", "N", "C", "N", "S", "H", "H", "H", "H", "H", "C", "C", "N", "C", "C", "S", "C", "C", "S", "C", "N", "C", "H", "H", "H", "H", "H", "H", "H", "H"],
  "positions_angstrom": [[0.41353, -0.14848, -0.22653], [-0.28637, -2.18608, -1.21103], [0.75113, -2.78248, -1.95123], [1.97393, -2.24818, -2.07933], [2.88733, -2.85818, -2.79833], [2.37613, -0.75018, -1.29943], [-0.61227, -2.83318, -0.48133], [-1.09147, -1.99638, -1.82283], [0.54323, -3.67038, -2.40863], [2.71153, -3.73438, -3.27863], [3.82193, -2.47898, -2.90243], [0.94433, -1.50858, 3.25487], [0.21733, -0.25588, 3.07447], [-0.07687, 0.28052, 1.92547], [-0.77437, 1.46392, 2.04097], [-1.00787, 1.82192, 3.37477], [-0.36857, 0.70192, 4.45077], [-1.18367, 2.17472, 0.87257], [-1.90237, 3.37612, 0.82777], [-2.19377, 3.87752, -0.74723], [-1.33577, 2.44502, -1.34333], [-0.88657, 1.68802, -0.38253], [-1.18157, 2.18572, -2.77543], [1.20643, -1.94028, 2.28817], [0.36053, -2.22828, 3.83627], [1.85693, -1.35008, 3.83777], [-1.52277, 2.70082, 3.71787], [-2.24207, 3.94772, 1.67267], [-1.62687, 2.97042, -3.38393], [-1.64827, 1.23592, -3.04803], [-0.12267, 2.09972, -3.03433]],
  "forces_ev_per_a": [[-0.3, 0.2, 0.2], [0.4, 1.4, 0.6], [0.3, -0.5, -0.4], [-0.5, -0.7, -0.3], [-0.3, 0.2, 0.3], [-1.5, 0.9, 1.1], [0.2, 0.2, -0.1], [0.3, 0.1, 0.1], [-0.1, 0.1, 0.1], [0.0, 0.0, 0.0], [0.0, 0.1, 0.0], [0.4, -0.7, 0.3], [-0.1, 0.2, 1.8], [-0.1, 0.5, -2.4], [-0.6, 0.8, 2.5], [0.1, -0.1, -2.3], [0.8, -1.3, -1.4], [-1.4, 2.3, 0.1], [1.0, -1.8, 0.7], [1.0, -1.7, -0.9], [-1.0, 1.7, -0.5], [1.2, -1.8, 1.3], [0.2, -0.4, -0.7], [0.0, -0.1, 0.1], [0.0, 0.0, -0.2], [0.0, 0.0, -0.2], [-0.1, 0.1, 0.1], [0.0, 0.1, 0.1], [0.0, 0.0, 0.0], [-0.1, 0.1, 0.0], [0.0, 0.2, 0.0]],
  "spin_multiplicity": 1,
  "e_lumo_ev": [-13.81, -13.72],
  "homo_energy_ha": [-0.6419, -0.6415],
  "charge": 3
}

{
  "formula": "C9H13N6",
  "method": "wB97M-V/def2-TZVPD",
  "symbols": ["C", "C", "C", "C", "C", "C", "C", "C", "C", "N", "N", "N", "N", "N", "N", "H", "H", "H", "H", "H", "H", "H", "H", "H", "H", "H", "H", "H"],
  "positions_angstrom": [[3.73131, -0.72927, -0.39357], [3.15740, -1.29777, 0.67972], [1.73869, 0.00543, -0.32561], [-1.91770, -1.33673, -0.75329], [-0.31516, 1.18116, 0.53205], [-2.47556, -2.52857, 0.96186], [-0.61176, 2.96640, -0.94835], [-1.87848, -1.14446, 1.43065], [0.32547, 1.88914, -1.49619], [2.82459, 0.05799, -1.08179], [-2.45703, -2.45470, -0.47623], [-1.09807, 2.19490, 0.28185], [1.90354, -0.78274, 0.77562], [-1.40872, -0.52954, 0.35375], [0.62111, 0.95626, -0.38058], [4.74981, -1.04200, -0.56749], [3.32094, -2.06840, 1.41106], [-1.50103, -1.00154, -1.71258], [-0.25859, 0.82637, 1.50394], [-1.70930, -3.34779, 1.22055], [-3.44337, -2.64832, 1.47813], [-0.11934, 3.94065, -0.81445], [-1.47567, 3.19970, -1.63832], [-1.99614, 2.31553, 0.44140], [-1.92980, -0.74098, 2.44600], [-0.16338, 1.15906, -2.23110], [1.19854, 2.33933, -1.88681], [1.18770, -1.37912, 1.18977]],
  "forces_ev_per_a": [[0.5, -1.3, 0.1], [-0.7, -0.4, 1.0], [-0.2, 1.6, -0.3], [2.3, -0.1, -0.1], [1.0, -1.0, -0.2], [1.3, 1.1, 1.4], [-1.1, -1.4, -0.5], [0.2, -1.0, -2.8], [-0.8, -2.0, -1.6], [-0.8, 0.7, 1.2], [-0.3, 0.9, 0.1], [4.6, 3.0, -3.2], [-1.7, -0.2, -0.1], [-3.3, -2.2, 2.0], [1.3, 0.9, 0.2], [0.0, 0.8, -1.2], [1.1, -0.1, -0.2], [-0.9, -0.4, 0.0], [0.4, -0.7, 1.6], [-1.3, 1.0, 0.1], [0.3, -0.6, -0.6], [0.0, -0.5, 0.9], [0.9, -0.6, 0.7], [-4.9, 0.2, 1.9], [0.5, -0.1, -0.3], [0.5, 1.7, 0.3], [1.0, 0.0, -0.6], [0.0, 0.8, 0.0]],
  "spin_multiplicity": 1,
  "e_lumo_ev": -3.86,
  "homo_energy_ha": -0.4384,
  "charge": 1
}

What is the formula in the fifth record? C9H13N2O3